1.
{
  "formula": "C16H24N2O3S",
  "method": "the ωB97M-V functional and the def2-TZVPD basis",
  "elements": ["C", "H", "H", "H", "C", "C", "H", "H", "H", "H", "C", "N", "C", "O", "C", "H", "H", "S", "C", "C", "C", "C", "C", "C", "C", "H", "H", "N", "O", "O", "H", "H", "H", "H", "H", "H", "C", "C", "H", "H", "H", "C", "H", "H", "H", "H"],
  "xyz": [[3.6524, 0.9127, 0.5746], [4.6742, 0.8035, 0.9301], [3.6766, 1.3665, -0.4134], [3.1319, 1.5906, 1.2468], [2.9672, -0.4545, 0.5139], [3.8224, -1.4001, -0.3259], [3.8147, -1.0924, -1.3686], [4.8505, -1.3779, 0.0290], [3.4719, -2.4251, -0.2608], [2.8961, -0.8490, 1.5329], [1.5459, -0.2948, -0.0607], [0.8351, 0.7344, 0.6846], [0.4314, 1.9017, 0.1468], [0.6451, 2.2249, -0.9999], [-0.3280, 2.7596, 1.1519], [0.3858, 3.2868, 1.7870], [-0.9706, 2.1372, 1.7782], [-1.3402, 4.0811, 0.4161], [-2.1163, 3.2462, -1.0217], [-2.5663, 1.8645, -0.7007], [-2.1421, 0.7974, -1.4892], [-2.5109, -0.4953, -1.1772], [-3.3044, -0.7251, -0.0583], [-3.7544, 0.3306, 0.7284], [-3.3851, 1.6182, 0.4016], [-3.7166, 2.4486, 1.0078], [-4.3766, 0.1221, 1.5854], [-3.6404, -2.0744, 0.3028], [-4.4262, -2.2387, 1.2129], [-3.1048, -2.9725, -0.3152], [-2.1959, -1.3316, -1.7823], [-1.5075, 0.9864, -2.3409], [-1.3920, 3.2484, -1.8343], [-2.9575, 3.8948, -1.2708], [0.6436, 0.5363, 1.6538], [1.6280, 0.0999, -1.0793], [0.6404, -1.5509, -0.0898], [0.7849, -2.4500, 1.1359], [0.6751, -1.8826, 2.0583], [1.7478, -2.9526, 1.1505], [0.0087, -3.2116, 1.1155], [0.7793, -2.3611, -1.3771], [0.6800, -1.7146, -2.2459], [1.7363, -2.8689, -1.4349], [-0.0060, -3.1130, -1.4160], [-0.3834, -1.1558, -0.0818]],
  "atomic_forces_ev_per_a": [[-0.1, -0.2, 0.1], [0.1, 0.0, 0.0], [0.0, 0.1, -0.1], [0.0, 0.1, 0.0], [0.0, 0.2, -0.3], [-0.2, 0.0, 0.3], [0.0, 0.0, -0.2], [0.1, 0.0, 0.0], [0.0, -0.1, -0.1], [0.0, 0.0, 0.0], [-0.1, -0.1, 0.0], [0.2, -0.3, 0.1], [-0.1, -0.1, 0.7], [0.1, 0.2, -0.5], [-0.4, 0.4, -0.3], [0.0, -0.1, 0.0], [0.2, -0.1, 0.0], [0.1, -0.1, -0.1], [0.4, 0.4, 0.2], [-0.1, -0.3, 0.0], [-0.2, 0.1, 0.1], [-0.3, -0.3, 0.2], [0.4, 1.3, -0.4], [-0.1, -0.3, 0.0], [0.1, -0.1, -0.2], [0.0, 0.1, 0.1], [0.0, 0.0, 0.0], [-0.1, -0.6, 0.2], [-0.1, -0.1, 0.2], [0.1, -0.2, -0.1], [0.0, 0.0, 0.0], [0.1, 0.0, -0.1], [-0.2, 0.0, 0.0], [0.0, 0.0, 0.0], [-0.1, 0.1, 0.0], [0.0, 0.0, 0.1], [0.1, -0.1, -0.1], [-0.1, 0.2, -0.2], [0.0, 0.0, 0.2], [0.2, -0.1, 0.1], [-0.1, -0.1, 0.1], [-0.1, 0.1, 0.2], [0.0, 0.0, -0.2], [0.1, -0.1, -0.1], [-0.1, -0.1, -0.1], [0.2, -0.1, 0.0]],
  "lowdin_charge": [-0.06, 0.08, 0.09, 0.07, -0.37, -0.06, 0.09, 0.08, 0.06, 0.13, -0.26, 0.09, -0.56, 0.05, -0.38, 0.08, 0.07, 0.89, -0.41, -0.29, -0.01, 0.00, -0.16, 0.02, -0.04, 0.11, 0.12, -0.36, 0.08, 0.07, 0.12, 0.12, 0.07, 0.09, 0.15, 0.15, -0.36, -0.06, 0.08, 0.07, 0.08, -0.06, 0.08, 0.07, 0.08, 0.10],
  "gap_ev": 8.3,
  "e_tot_ha": -1357.4407,
  "relative_energy_kj_mol": 303.67
}

***

2.
{
  "formula": "C2H5N5",
  "method": "the ωB97M-V functional and the def2-TZVPD basis",
  "elements": ["C", "C", "H", "H", "H", "H", "H", "N", "N", "N", "N", "N"],
  "xyz": [[1.1271, 0.8218, -0.0724], [-0.3842, 0.4713, -0.1985], [1.6852, -0.9505, 0.8350], [1.9697, -1.1410, -0.7313], [1.2083, 1.2370, 0.9732], [1.6770, 1.5012, -0.9377], [-2.6871, -1.5279, 0.1873], [1.9422, -0.3918, 0.1014], [-1.5563, 1.2392, 0.0115], [-2.4605, 0.3354, 0.0595], [-1.9184, -0.7928, -0.0597], [-0.6030, -0.8020, -0.1684]],
  "atomic_forces_ev_per_a": [[1.0, 0.3, -0.3], [1.5, 2.1, 0.7], [-1.1, -1.2, 2.4], [-0.4, 2.8, 2.0], [0.0, 0.6, -1.4], [-1.9, -1.5, 2.4], [3.0, 0.8, -0.9], [1.5, -0.6, -4.9], [2.6, -0.5, -0.9], [-1.7, 2.6, 0.4], [-3.4, -4.3, 0.9], [-1.1, -1.1, -0.3]],
  "lowdin_charge": [-0.22, -0.34, 0.00, 0.13, 0.12, 0.16, 0.21, -0.07, 0.06, -0.05, -0.10, 0.10],
  "gap_ev": 10.4,
  "e_tot_ha": -352.8929,
  "relative_energy_kj_mol": 320.11
}

***

3.
{
  "formula": "C4H7NOS",
  "method": "the ωB97M-V functional and the def2-TZVPD basis",
  "elements": ["C", "C", "C", "C", "H", "H", "H", "H", "H", "H", "H", "N", "O", "S"],
  "xyz": [[-1.4866, 1.1336, -0.3098], [-1.6952, -0.3578, -0.0789], [-0.5681, -1.0591, 0.6130], [2.8634, 0.1481, -0.1876], [-0.8361, 1.6271, 0.4498], [-2.5240, 1.4724, -0.3164], [-1.0268, 1.3578, -1.2528], [-0.3127, -0.3875, 1.4444], [-1.0183, -2.0155, 0.8932], [3.4761, -0.6783, -0.4983], [3.3759, 1.0155, 0.1146], [1.6083, 0.1197, 0.0104], [-2.6754, -0.9820, -0.4166], [0.8195, -1.3940, -0.4652]],
  "atomic_forces_ev_per_a": [[-0.8, -0.2, 0.9], [0.7, 0.1, -0.7], [-1.1, -0.5, 0.3], [-1.0, -0.5, 0.5], [-0.7, -0.5, -0.4], [0.3, 0.7, 0.0], [0.1, -0.2, -0.7], [0.5, -0.8, 0.0], [0.4, 0.0, 0.5], [0.1, -0.5, -0.5], [0.6, 1.2, 0.2], [0.5, -1.0, -0.9], [0.0, 0.7, 0.0], [0.5, 1.4, 0.8]],
  "lowdin_charge": [-0.03, -0.54, -0.46, -0.15, 0.09, 0.08, 0.07, 0.09, 0.08, 0.06, 0.05, -0.31, 0.07, 0.89],
  "gap_ev": 9.6,
  "e_tot_ha": -684.7435,
  "relative_energy_kj_mol": 166.86
}

***

4.
{
  "formula": "C12H36O8",
  "method": "the ωB97M-V functional and the def2-TZVPD basis",
  "elements": ["C", "C", "O", "O", "H", "H", "H", "H", "H", "H", "C", "C", "O", "O", "H", "H", "H", "H", "H", "H", "C", "C", "O", "H", "H", "H", "H", "H", "H", "C", "C", "O", "H", "H", "H", "H", "H", "H", "C", "C", "O", "H", "H", "H", "H", "H", "H", "C", "C", "O", "H", "H", "H", "H", "H", "H"],
  "xyz": [[2.0154, 2.2807, -1.5757], [2.6722, 3.4530, -0.8648], [2.2271, 4.6820, -1.4474], [0.6178, 2.1926, -1.2218], [2.4765, 1.3175, -1.3584], [1.9430, 2.4124, -2.6598], [3.7533, 3.3293, -0.9764], [2.3774, 3.5017, 0.1779], [2.5902, 4.6895, -2.3411], [0.1160, 2.7217, -1.8454], [2.2056, -4.0004, -1.3141], [2.4837, -3.7059, 0.1507], [2.3777, -2.3402, 0.5192], [0.8715, -3.6916, -1.7051], [2.3399, -5.0588, -1.5444], [2.9140, -3.4997, -1.9910], [3.4815, -4.0065, 0.4650], [1.7267, -4.3018, 0.6811], [1.5834, -1.9765, 0.1141], [0.6900, -2.7391, -1.7319], [-1.5249, -0.3599, 0.6089], [-1.1676, -1.4020, -0.4140], [-0.0108, -1.0260, -1.1926], [-0.6862, -0.1288, 1.2676], [-2.3183, -0.7421, 1.2593], [-1.8971, 0.5834, 0.2056], [-2.0076, -1.6130, -1.0839], [-0.8672, -2.3381, 0.0605], [-0.0817, -0.0959, -1.4462], [-0.6825, -2.4022, 3.8940], [-1.2679, -2.0143, 5.2435], [-1.9420, -0.7540, 5.1526], [0.0019, -3.2540, 3.9329], [-0.1583, -1.6020, 3.3702], [-1.4796, -2.7100, 3.2092], [-0.4767, -1.9362, 5.9927], [-2.0424, -2.7291, 5.5200], [-1.3935, -0.0375, 5.4700], [-0.1568, 0.9668, -4.7031], [1.0777, 0.6555, -5.5272], [2.1101, 1.6270, -5.2297], [0.0744, 1.2350, -3.6754], [-0.8401, 0.1151, -4.6849], [-0.7301, 1.7564, -5.1946], [0.9157, 0.7179, -6.6021], [1.4829, -0.3008, -5.1856], [2.9911, 1.2948, -5.4015], [-3.7591, 2.7870, 2.1859], [-3.0477, 1.9227, 3.2140], [-1.6594, 2.2167, 3.2694], [-3.6290, 3.8512, 2.3918], [-4.8159, 2.5149, 2.1259], [-3.4279, 2.6699, 1.1491], [-3.2023, 0.8848, 2.9038], [-3.4718, 2.0686, 4.2087], [-1.3723, 2.3182, 4.1750]],
  "atomic_forces_ev_per_a": [[-1.4, 0.2, -0.2], [-0.2, -0.1, -1.0], [0.3, -0.2, 0.0], [-0.1, -0.6, 0.4], [0.0, 0.0, 0.2], [1.1, 0.1, -0.1], [0.1, 0.2, 0.3], [0.1, -0.2, 0.1], [-0.1, 0.2, 0.0], [0.1, 0.2, 0.1], [0.3, 0.5, -0.8], [-0.6, -0.2, 0.0], [0.1, 0.0, -0.3], [-0.1, -0.2, 0.2], [-0.1, -0.1, 0.4], [0.0, 0.3, 0.3], [0.0, -0.2, -0.2], [0.2, 0.0, 0.3], [-0.2, 0.2, -0.1], [0.4, 0.0, 0.0], [-0.3, 0.1, 0.7], [0.4, 0.1, -0.3], [-0.1, -0.1, 0.1], [0.1, 0.0, -0.1], [0.0, 0.0, -0.1], [0.1, -0.1, -0.3], [0.0, 0.0, 0.0], [-0.2, 0.0, 0.0], [0.1, 0.1, 0.1], [-0.2, -0.4, -0.7], [0.3, 0.7, -0.5], [-0.5, -0.1, -0.1], [0.0, 0.0, 0.3], [0.1, 0.2, 0.4], [-0.1, 0.1, 0.1], [-0.2, -0.3, 0.1], [0.3, -0.1, 0.3], [0.3, -0.1, 0.0], [-0.5, 0.1, -0.8], [1.3, 0.2, 0.9], [-0.6, 0.6, 0.4], [0.2, 0.0, 0.0], [0.2, -0.2, 0.0], [0.1, 0.2, 0.3], [-0.3, -0.5, 0.0], [-0.3, -0.3, -0.5], [-0.1, -0.4, -0.2], [0.0, 0.4, -0.3], [-0.2, -0.1, -0.4], [0.3, 0.1, -0.5], [-0.3, 0.0, 0.2], [-0.1, 0.2, 0.4], [0.5, -0.3, 0.2], [0.2, -0.1, 0.4], [-0.3, -0.1, -0.1], [-0.1, 0.0, 0.1]],
  "lowdin_charge": [-0.21, -0.23, -0.07, -0.09, 0.12, 0.10, 0.12, 0.12, 0.08, 0.08, -0.25, -0.25, -0.07, -0.08, 0.12, 0.12, 0.12, 0.12, 0.04, 0.04, -0.08, -0.27, -0.12, 0.08, 0.07, 0.07, 0.12, 0.11, 0.07, -0.09, -0.30, -0.09, 0.07, 0.07, 0.07, 0.11, 0.11, 0.07, -0.08, -0.28, -0.11, 0.05, 0.08, 0.08, 0.11, 0.11, 0.07, -0.09, -0.33, -0.08, 0.07, 0.07, 0.06, 0.09, 0.11, 0.07],
  "gap_ev": 10.3,
  "e_tot_ha": -1080.6303,
  "relative_energy_kj_mol": 27.81
}

***

5.
{
  "formula": "C18H30NO2P2V",
  "method": "the ωB97M-V functional and the def2-TZVPD basis",
  "elements": ["V", "P", "C", "C", "N", "C", "C", "C", "C", "C", "P", "H", "H", "H", "H", "H", "H", "H", "H", "O", "H", "H", "O", "H", "C", "H", "H", "H", "C", "H", "H", "H", "C", "H", "H", "H", "C", "H", "H", "H", "C", "C", "C", "C", "C", "C", "C", "H", "H", "H", "H", "H", "H", "H"],
  "xyz": [[-0.0491, -0.1930, 0.0911], [0.1381, -1.6041, -1.7786], [-0.4112, -0.3802, -2.9731], [-1.2169, 0.7043, -2.5013], [-1.1199, 1.0198, -1.1531], [-1.5708, 2.2048, -0.7079], [-2.3677, 3.0330, -1.5005], [-2.5961, 2.6778, -2.8303], [-2.0057, 1.5319, -3.3339], [-1.1523, 2.5850, 0.7024], [0.5116, 2.0052, 1.2549], [-2.1243, 1.2328, -4.3730], [-2.7594, 3.9483, -1.0600], [-3.2165, 3.3088, -3.4597], [-1.0961, 3.6802, 0.7743], [-1.9123, 2.2577, 1.4353], [1.0322, 0.5567, -3.7900], [-0.5291, -0.6736, -4.0198], [2.3650, 1.1844, -2.2700], [1.9698, 0.9131, -3.7002], [2.2037, 1.4148, -4.4870], [1.3338, 1.0039, 0.4950], [2.4589, 1.0886, -1.2466], [3.3989, 1.2399, -0.9994], [1.6435, 3.3383, 0.8041], [1.2694, 4.2977, 1.1819], [2.6196, 3.0937, 1.2359], [1.7461, 3.3351, -0.2871], [0.5166, 1.7857, 3.0408], [1.5178, 1.4465, 3.3379], [0.2799, 2.7453, 3.5230], [-0.2121, 1.0238, 3.3510], [-0.9634, -3.0641, -1.8452], [-0.8474, -3.6051, -2.7962], [-0.7230, -3.7336, -1.0058], [-2.0096, -2.7467, -1.7358], [1.7715, -2.1851, -2.3333], [2.1089, -2.9814, -1.6551], [1.7273, -2.5696, -3.3631], [2.4765, -1.3448, -2.2692], [-1.4556, -1.0742, 1.3934], [-0.7369, -1.9122, 2.3936], [-0.8873, -1.6602, 3.7791], [-0.1367, -2.3718, 4.7127], [0.7448, -3.3787, 4.2912], [0.8795, -3.6531, 2.9268], [0.1274, -2.9487, 1.9845], [-1.8721, -1.6222, 0.5249], [-2.1567, -0.3430, 1.8240], [-1.5851, -0.8897, 4.1184], [-0.2452, -2.1729, 5.7819], [1.3361, -3.9416, 5.0154], [1.5582, -4.4366, 2.5851], [0.2232, -3.1706, 0.9165]],
  "atomic_forces_ev_per_a": [[0.5, 0.3, 1.0], [-0.2, -0.3, -1.8], [-1.0, 0.0, 0.3], [1.1, -1.0, 0.2], [0.5, 0.3, -0.4], [-0.7, 0.5, -0.7], [0.8, 0.1, 1.6], [0.3, -1.0, -0.5], [-0.5, 0.6, -0.1], [-0.6, 0.3, 0.2], [-0.9, 0.6, 0.1], [0.0, 0.2, 0.2], [0.1, -0.2, -0.3], [0.1, -0.1, 0.0], [-0.1, -0.1, 0.0], [0.5, -0.1, -0.2], [0.9, 0.3, 0.5], [-0.2, -0.1, 0.2], [0.1, -0.3, 1.2], [-0.5, -0.1, -0.8], [0.0, 0.0, 0.0], [-0.4, -0.5, 0.2], [0.8, 0.4, -0.2], [-0.9, -0.2, -0.5], [0.0, -0.2, 0.1], [0.2, -0.2, -0.1], [-0.1, 0.2, 0.0], [-0.1, 0.1, 0.2], [0.1, 0.0, 0.2], [-0.2, 0.2, 0.0], [0.1, -0.2, -0.1], [0.2, 0.2, -0.2], [0.0, -0.2, -0.1], [-0.1, 0.1, 0.3], [-0.1, 0.1, -0.3], [0.3, 0.0, -0.1], [0.1, -0.2, 0.1], [0.0, 0.1, -0.2], [0.0, 0.1, 0.3], [-0.2, -0.3, -0.1], [0.6, 0.7, -0.2], [-0.5, 0.1, 0.0], [0.5, -0.1, -0.2], [0.1, -0.3, -0.1], [0.1, 0.2, -0.2], [-0.2, 0.0, 0.1], [0.1, 0.5, 0.3], [-0.2, 0.0, 0.5], [-0.1, -0.6, -0.1], [0.1, -0.3, -0.1], [0.0, 0.0, -0.4], [-0.2, 0.2, -0.2], [-0.2, 0.2, 0.2], [0.0, 0.0, 0.4]],
  "lowdin_charge": [0.54, 0.78, -0.32, -0.34, -0.03, -0.32, -0.04, -0.05, -0.02, -0.22, 0.88, 0.12, 0.11, 0.12, 0.10, 0.11, 0.03, 0.08, 0.01, -0.07, 0.08, 0.02, -0.16, 0.07, -0.20, 0.07, 0.07, 0.06, -0.18, 0.08, 0.08, 0.04, -0.24, 0.06, 0.03, 0.05, -0.24, 0.05, 0.06, 0.03, -0.21, -0.32, -0.07, -0.08, -0.09, -0.08, -0.07, 0.05, 0.06, 0.11, 0.11, 0.11, 0.11, 0.08],
  "spin_multiplicity": 4,
  "gap_ev": [6.7, 6.5],
  "s_squared": 3.80,
  "e_tot_ha": -2535.5277,
  "total_charge": 1,
  "relative_energy_kj_mol": 199.09
}